No. 1
This record from OMol25 describes C33H37FN9O6S2SeTi as an isolated structure in a non-equilibrium geometry. The level of theory is ωB97M-V/def2-TZVPD.

Structure (XYZ):
```
90
Properties=species:S:1:pos:R:3:forces:R:3:lowdin_charge:R:1
Ti 0.3597 -2.2651 0.5136 1.061 -0.857 -1.678 1.02
C 5.8361 -0.9875 3.2867 -0.264 -0.006 0.134 -0.08
C 4.4886 -1.3518 3.9068 0.261 0.308 -0.038 -0.27
N 3.8923 -2.5036 3.2799 -0.018 -0.421 0.160 0.00
C 3.0050 -2.4886 2.2813 -0.105 -0.345 -0.394 -0.72
S 2.4544 -0.9822 1.6642 -0.354 0.171 -0.299 0.82
N 2.6674 -3.6726 1.7937 0.934 -0.475 1.024 0.01
N 1.7527 -3.7246 0.8290 0.116 -0.702 -0.558 -0.10
C 1.5565 -4.8539 0.2001 0.674 0.063 0.573 -0.22
C 2.3059 -6.1081 0.5236 -0.008 0.317 0.246 0.00
C 0.6318 -4.7842 -0.9154 -0.410 -0.401 -0.793 -0.21
C 0.4729 -5.8094 -1.8553 0.069 0.421 0.689 0.03
C -0.3129 -5.5817 -2.9692 -0.146 0.367 -0.039 0.01
C -0.9657 -4.3599 -3.1007 0.239 -0.163 0.164 0.00
C -0.8115 -3.4198 -2.0941 -0.292 0.127 -0.246 -0.09
N -0.0138 -3.6089 -1.0444 0.151 -1.045 -0.162 -0.03
H 6.1859 -0.0474 3.7023 0.139 0.111 0.073 0.07
H 5.7299 -0.8664 2.2127 0.019 0.009 -0.145 0.07
H 6.5793 -1.7560 3.4880 0.068 -0.044 -0.035 0.07
H 3.7899 -0.5196 3.8016 0.066 -0.083 0.146 0.07
H 4.6144 -1.5772 4.9671 -0.100 0.078 -0.002 0.12
H 4.2280 -3.4130 3.5601 -0.115 -0.057 -0.099 0.15
H 2.9082 -5.9367 1.4130 -0.035 -0.062 -0.101 0.07
H 2.9638 -6.3850 -0.3006 -0.016 -0.030 -0.068 0.10
H 1.6165 -6.9304 0.7137 -0.052 -0.020 -0.105 0.10
H 0.9770 -6.7524 -1.7145 0.092 -0.022 0.000 0.12
H -0.4029 -6.3271 -3.7440 -0.021 -0.013 -0.106 0.13
H -1.5315 -4.1491 -3.9955 -0.036 0.085 0.013 0.12
H -1.3391 -2.4714 -2.1201 0.058 -0.143 -0.069 0.13
C -1.3107 3.7398 4.6084 -0.197 -0.116 -0.082 -0.05
C -2.3821 2.7884 4.0801 0.050 0.555 0.521 -0.17
N -1.8386 1.9518 3.0190 0.212 -0.751 0.005 -0.01
C -1.2955 0.7713 3.3722 -0.200 0.290 -0.321 0.07
C -0.7073 -0.1055 2.5016 0.287 -0.251 -0.698 -0.04
C -0.2155 -1.4132 3.1108 -0.137 1.059 1.447 -0.57
O -0.1251 -1.4890 4.3171 -0.113 -0.084 -0.516 0.12
O 0.0493 -2.3685 2.2873 -0.347 -0.708 1.147 -0.15
C -0.6288 0.2309 1.1197 -0.319 0.561 1.083 -0.29
O -0.0502 -0.4815 0.2253 -0.530 2.166 -0.160 -0.18
C -1.2339 1.4830 0.7388 -0.027 0.249 -0.054 -0.07
C -1.3045 1.8303 -0.6174 -0.119 0.348 0.145 0.11
C -1.8680 3.0176 -1.0015 0.294 -0.485 -0.153 -0.18
F -1.9673 3.2822 -2.3214 -0.053 -0.032 0.167 0.08
C -2.3262 3.9560 -0.0675 0.141 -0.283 0.698 -0.13
C -2.2927 3.5911 1.2794 -0.167 0.130 -0.373 0.07
C -1.8031 2.3517 1.7010 0.238 -0.324 -0.561 -0.12
N -2.7395 5.2432 -0.4276 0.017 -0.093 -0.139 -0.12
C -2.3951 5.8087 -1.7176 0.136 -0.045 -0.224 -0.12
C -2.4141 7.3460 -1.5718 -0.038 -0.148 -0.742 -0.07
N -2.3181 7.6568 -0.1232 0.401 0.306 0.176 0.05
C -3.5714 7.2721 0.5776 -0.648 -0.324 0.348 -0.07
C -3.9359 5.8417 0.1178 -0.124 0.033 0.037 -0.11
H -1.7052 4.3435 5.4211 -0.030 0.058 0.057 0.08
H -0.9541 4.3971 3.8186 0.064 0.099 -0.047 0.07
H -0.4637 3.1702 4.9815 0.096 -0.016 0.065 0.09
H -3.2533 3.3393 3.7183 0.055 -0.232 -0.026 0.12
H -2.7232 2.1335 4.8850 -0.018 0.021 -0.216 0.13
H -1.3348 0.4971 4.4182 -0.029 0.021 0.026 0.16
H -0.9490 1.1396 -1.3660 0.039 -0.037 -0.077 0.14
H -2.6576 4.3001 2.0044 0.033 0.073 0.101 0.10
H -3.0832 5.5066 -2.5178 0.097 0.094 0.092 0.14
H -1.3953 5.4711 -1.9941 -0.117 0.115 0.012 0.14
H -3.3383 7.7832 -1.9531 0.066 0.027 0.151 0.14
H -1.5757 7.7957 -2.1059 -0.089 0.036 0.161 0.14
H -2.0963 8.6432 0.0404 0.032 -0.205 -0.009 0.20
H -1.5629 7.0638 0.2505 -0.150 0.290 0.017 0.19
H -4.3568 7.9820 0.3175 0.167 0.068 0.003 0.14
H -3.3955 7.3148 1.6535 0.098 0.085 -0.112 0.14
H -4.7295 5.8760 -0.6411 0.059 -0.015 0.084 0.14
H -4.3084 5.2553 0.9552 -0.025 0.093 -0.060 0.13
N 1.9792 -1.6583 -1.1238 -0.062 0.189 0.474 0.01
C 1.8691 -2.0936 -2.4733 0.158 -0.022 -0.704 -0.32
C 1.0340 -1.4009 -3.3446 0.184 -0.076 0.024 -0.05
C 0.8424 -1.8796 -4.6284 0.193 0.255 0.244 -0.05
C 1.4949 -3.0284 -5.0157 -0.368 -0.689 -1.079 -0.25
C 2.3534 -3.7039 -4.1798 0.151 0.267 0.304 -0.04
C 2.5542 -3.2300 -2.8946 -0.165 0.284 0.158 -0.02
S 0.9601 -3.8668 -6.5448 0.397 0.715 1.048 0.42
O 0.7668 -2.7907 -7.4904 -0.190 -0.136 -0.198 -0.34
O 2.0211 -4.8052 -6.8299 -0.018 -0.169 -0.200 -0.34
O -0.2601 -4.4656 -6.0075 -0.336 -0.272 -0.334 -0.36
H 1.9018 -0.6385 -1.0566 0.285 -0.458 -0.011 0.09
H 2.8817 -1.9385 -0.7289 -0.417 0.306 -0.042 0.08
H 0.5298 -0.5051 -3.0047 -0.065 0.130 0.063 0.10
H 0.1939 -1.3890 -5.3354 -0.134 0.107 -0.088 0.12
H 2.8402 -4.5848 -4.5646 0.113 -0.180 0.039 0.12
H 3.2169 -3.7423 -2.2084 0.100 -0.036 0.084 0.12
Se -3.9592 -0.7270 0.9006 -1.254 0.808 0.249 0.69
C -2.6176 -1.7736 0.6762 0.849 -1.057 -0.445 -0.88
N -1.6844 -2.4615 0.4759 -0.498 0.238 0.154 0.00
```
Positions in Å, forces in eV/Å.

The charge is +1. Its frontier orbital gap is 0.1916 Ha. As for the LUMO energy: -3.94 eV.

No. 2
This record from OMol25 describes C22H25INOPb as an isolated structure in a non-equilibrium geometry. The level of theory is ωB97M-V/def2-TZVPD.

Structure (XYZ):
```
51
Properties=species:S:1:pos:R:3:forces:R:3:lowdin_charge:R:1
C 1.9979 0.0186 3.5122 0.390 0.438 -0.814 -0.17
C 2.4790 -0.5259 2.2794 -0.166 1.087 0.178 -0.15
C 2.3714 0.4671 1.2625 0.130 -0.138 0.897 -0.16
H 2.8455 -1.5295 2.1284 -0.055 0.013 0.020 0.11
C 1.8641 1.6825 1.8717 -0.929 -0.879 -0.908 -0.19
C 1.6336 1.3947 3.2848 -0.737 -1.265 0.244 -0.20
H 1.6012 2.6065 1.3359 0.389 -0.462 0.441 0.11
C -1.1817 -1.6322 3.4764 0.984 -0.307 0.303 -0.17
C -0.1412 -2.3712 2.8296 -0.796 -0.479 0.849 -0.17
C -0.4286 -2.5001 1.4730 -0.848 0.682 -1.174 -0.08
H 0.7446 -2.7696 3.3010 -0.111 0.085 0.132 0.11
C -1.6607 -1.7912 1.2121 1.395 0.639 -0.676 -0.28
C -2.1457 -1.2595 2.4911 0.315 1.207 -0.761 -0.13
H 2.6557 0.3760 0.2173 -0.107 -0.002 0.258 0.11
H 1.1547 2.0619 4.0035 0.424 -0.140 -0.220 0.10
H 1.9062 -0.4991 4.4621 0.099 0.140 -0.215 0.11
H -3.0597 -0.6273 2.5630 0.829 -0.760 0.332 0.13
H 0.1756 -2.9134 0.6424 -0.351 0.106 0.984 0.13
H -1.2213 -1.3009 4.5102 0.021 -0.361 -0.140 0.12
Pb -0.2592 0.3206 1.9499 -0.108 0.883 -0.200 1.19
C -2.3644 -1.5653 -0.1164 -0.085 0.311 -0.881 -0.50
C -3.7714 -2.1779 0.0185 -0.164 -0.089 -0.011 -0.03
C -1.6119 -2.2498 -1.2954 -0.168 -0.055 0.332 -0.03
H -3.6694 -3.1765 0.4775 -0.218 0.339 -0.225 0.11
H -4.2718 -2.2873 -0.9649 0.264 0.130 0.524 0.10
H -4.3978 -1.5488 0.6759 0.132 -0.353 -0.274 0.09
H -1.6677 -3.3418 -1.1449 0.151 0.405 -0.240 0.10
H -0.5524 -1.9411 -1.3349 -0.425 -0.168 -0.027 0.08
H -2.0894 -2.0007 -2.2690 0.212 -0.175 0.653 0.10
C -2.5373 -0.0314 -0.4821 0.066 -0.355 -0.664 -0.06
C -1.2358 0.6494 -0.9758 -0.660 0.239 -0.544 -0.44
H -3.0232 0.5341 0.3588 0.708 -0.232 -0.710 0.09
H -3.2442 0.0766 -1.3518 0.450 -0.308 0.864 0.14
O -0.1060 0.5278 -0.4524 -0.981 -0.018 1.263 -0.08
N -1.3306 1.5034 -2.0339 1.559 -0.290 2.056 0.11
C -0.2199 2.4987 -2.1444 0.012 -0.152 -0.958 -0.09
H -1.8644 1.2132 -2.8230 -0.613 0.319 -0.398 0.14
C 1.1816 1.9443 -2.4374 0.012 -0.196 -0.570 -0.23
C 2.3332 2.6065 -1.9656 -0.627 -0.380 0.044 -0.05
H 2.1739 3.4981 -1.3352 0.379 -0.466 -0.342 0.12
C 3.6082 2.1112 -2.2762 -0.402 -0.289 -0.295 -0.07
H 4.4962 2.6188 -1.8907 -0.296 -0.209 -0.182 0.11
C 3.7317 0.9657 -3.0912 -0.228 0.219 0.147 -0.08
H 4.7286 0.5821 -3.3467 -0.529 0.181 0.154 0.11
C 2.5831 0.3289 -3.5918 -0.359 0.144 0.095 -0.07
H 2.6539 -0.5615 -4.2324 0.140 0.501 0.318 0.11
C 1.3039 0.8251 -3.2795 0.490 0.308 0.371 -0.05
H 0.3847 0.3565 -3.6696 0.678 0.098 0.152 0.11
H -0.1804 3.1266 -1.2317 -0.341 -0.402 -0.512 0.13
H -0.5510 3.0911 -3.0086 0.307 0.295 0.403 0.14
I -1.8212 2.6164 2.4083 -0.228 0.158 -0.075 0.35
```
Positions in Å, forces in eV/Å.

The charge is +1. Its frontier orbital gap (alpha / beta) is 0.1676 / 0.1671 Ha. As for the LUMO energy (alpha / beta): -6.96 / -6.97 eV.

No. 3
This record from OMol25 describes an isolated ion of composition C4H8N3 and charge +1 in a non-equilibrium geometry. The level of theory is ωB97M-V/def2-TZVPD.

Structure (XYZ):
```
15
Properties=species:S:1:pos:R:3:forces:R:3:lowdin_spin:R:1
C 1.1529 0.4165 -0.7484 0.918 -2.239 -1.073 0.45
C 1.0020 1.4890 0.0897 2.991 1.146 0.992 0.26
C 0.2969 -0.7169 -1.0255 -1.879 -0.597 -3.062 0.04
C -1.1122 -2.5707 -0.3735 -0.491 -0.814 -1.149 0.01
N -0.0523 1.8922 0.6236 -2.335 -1.019 -0.598 0.62
N -0.1893 -1.4859 -0.1551 0.069 1.076 0.748 0.10
N -0.2923 2.3909 1.7480 -1.791 2.142 2.725 0.38
H 2.0949 0.3176 -1.2586 0.296 0.510 -0.313 0.02
H 1.8769 2.0713 0.4490 0.066 -0.009 -1.056 0.03
H 0.0654 -0.8394 -2.2409 0.633 0.135 2.764 0.02
H -0.4404 -3.4476 -0.8350 -1.800 1.356 1.664 0.01
H -1.6921 -2.7020 0.6454 1.414 -0.508 -2.288 0.00
H -1.8811 -2.3366 -1.2156 1.214 -0.250 1.340 0.00
H -1.2384 2.7836 1.8689 0.806 0.062 -0.248 0.01
H 0.4090 2.7379 2.4282 -0.113 -0.990 -0.448 0.03
```
Positions in Å, forces in eV/Å.

The charge is +1. Its frontier orbital gap (alpha / beta) is 0.3492 / 0.1918 Ha. As for the LUMO energy (alpha / beta): -3.65 / -8.15 eV. As for the spin multiplicity: 3.

No. 4
This record from OMol25 describes a 2-piece molecular cluster, C2H7N overall in a non-equilibrium geometry. The level of theory is ωB97M-V/def2-TZVPD.

Structure (XYZ):
```
10
Properties=species:S:1:pos:R:3:forces:R:3:lowdin_spin:R:1
C -0.1389 -2.6276 2.5498 -0.282 0.655 0.523 0.13
H 0.5736 -3.3674 2.8880 0.210 -0.281 -0.239 0.01
H -0.9129 -3.0268 1.9099 -0.005 -0.299 -0.225 0.01
H 0.3398 -1.7859 2.0542 0.157 -0.116 -0.111 0.03
H -0.6256 -2.2349 3.4435 -0.077 0.054 0.051 0.01
C -0.4108 1.7575 -1.8935 0.274 0.081 0.159 0.43
N 0.6908 1.3835 -1.3032 0.333 -0.922 -0.210 0.21
H -0.7237 1.2125 -2.7795 -0.029 0.189 -0.107 0.04
H -1.0599 2.5454 -1.5243 -0.319 0.059 0.145 0.07
H 0.8461 1.7739 -0.3785 -0.262 0.580 0.013 0.05
```
Positions in Å, forces in eV/Å.

The charge is -1. Its frontier orbital gap (alpha / beta) is 0.0971 / 0.3082 Ha. As for the LUMO energy (alpha / beta): 4.08 / 4.03 eV. As for the spin multiplicity: 2.

No. 5
This record from OMol25 describes a 2-piece molecular cluster, C6H18N overall. The level of theory is ωB97M-V/def2-TZVPD.

Structure (XYZ):
```
25
Properties=species:S:1:pos:R:3:forces:R:3:lowdin_charge:R:1
C 0.2119 -2.8483 0.8886 0.132 -0.013 -0.175 0.02
N -0.0583 -1.9138 -0.2412 -0.219 -0.011 -0.338 -0.05
C -0.1691 -2.5851 -1.5782 0.400 0.067 0.077 0.02
H 0.1119 -2.3154 1.8265 -0.023 0.013 0.080 0.11
H -0.4903 -3.6701 0.8174 -0.162 -0.013 0.124 0.11
H 1.2146 -3.2402 0.7800 0.183 -0.006 -0.003 0.11
H 0.6644 -1.1904 -0.3202 -0.013 0.009 0.205 0.10
H -0.9258 -1.4057 -0.0623 0.020 -0.014 0.036 0.16
H 0.8176 -2.9505 -1.8612 -0.093 -0.086 0.108 0.11
H -0.4819 -1.8473 -2.3064 -0.162 0.057 -0.075 0.11
H -0.8749 -3.4037 -1.5059 -0.086 -0.014 -0.029 0.11
C 1.3674 0.9518 -0.7015 -0.589 -0.073 -0.133 -0.12
C -1.3776 2.8628 1.2946 0.195 0.037 -0.114 -0.11
C 0.0198 2.4560 0.8386 -0.236 -0.241 -0.172 -0.27
C -0.0059 1.5630 -0.4010 0.050 0.080 -0.297 -0.28
H 2.0668 1.7353 -0.9766 0.237 -0.027 0.181 0.09
H 1.3468 0.2631 -1.5520 -0.036 0.026 -0.143 0.07
H 1.7396 0.4110 0.1710 0.302 0.118 0.141 0.07
H -1.3437 3.4804 2.1851 0.045 0.024 0.192 0.07
H -1.9904 1.9865 1.5102 -0.068 0.005 0.007 0.07
H -1.8720 3.4576 0.5282 -0.098 -0.070 -0.103 0.08
H 0.5534 1.9273 1.6343 -0.041 0.080 0.082 0.11
H 0.5991 3.3423 0.5948 0.176 0.143 0.090 0.11
H -0.7858 0.7973 -0.2898 0.043 -0.120 0.164 0.08
H -0.3375 2.1366 -1.2731 0.042 0.030 0.093 0.12
```
Positions in Å, forces in eV/Å.

The charge is +1. Its frontier orbital gap is 0.4196 Ha. As for the LUMO energy: -3.24 eV.

No. 6
This record from OMol25 describes an isolated ion of composition CH4N3OS and charge +1 in a non-equilibrium geometry. The level of theory is ωB97M-V/def2-TZVPD.

Structure (XYZ):
```
10
Properties=species:S:1:pos:R:3:forces:R:3:lowdin_charge:R:1
C -0.2970 0.4087 0.1558 1.989 -3.405 1.899 -0.37
N -1.0994 -0.5151 0.6115 2.011 2.573 -0.676 0.03
N -0.6310 1.4783 -0.4919 -1.249 2.181 -0.956 0.17
N 1.3176 -0.1674 0.1407 -2.333 1.546 -0.870 -0.23
O -0.5234 -1.6816 0.8577 1.242 -2.302 -0.119 -0.32
S 1.0588 -1.7161 -0.0667 -2.020 -0.111 1.856 1.23
H -1.6333 1.3142 -0.5993 -0.041 1.189 -0.578 0.15
H -0.3165 2.4744 -0.4107 -0.101 -1.663 0.242 0.17
H 1.9442 0.1117 0.9062 -0.298 -0.292 -0.252 0.12
H 0.1799 -1.7072 -1.1033 0.799 0.283 -0.545 0.05
```
Positions in Å, forces in eV/Å.

The charge is +1. Its frontier orbital gap is 0.3101 Ha. As for the LUMO energy: -5.84 eV.

Repeat the third record exactly.
This record from OMol25 describes an isolated ion of composition C4H8N3 and charge +1 in a non-equilibrium geometry. The level of theory is ωB97M-V/def2-TZVPD.

Structure (XYZ):
```
15
Properties=species:S:1:pos:R:3:forces:R:3:lowdin_spin:R:1
C 1.1529 0.4165 -0.7484 0.918 -2.239 -1.073 0.45
C 1.0020 1.4890 0.0897 2.991 1.146 0.992 0.26
C 0.2969 -0.7169 -1.0255 -1.879 -0.597 -3.062 0.04
C -1.1122 -2.5707 -0.3735 -0.491 -0.814 -1.149 0.01
N -0.0523 1.8922 0.6236 -2.335 -1.019 -0.598 0.62
N -0.1893 -1.4859 -0.1551 0.069 1.076 0.748 0.10
N -0.2923 2.3909 1.7480 -1.791 2.142 2.725 0.38
H 2.0949 0.3176 -1.2586 0.296 0.510 -0.313 0.02
H 1.8769 2.0713 0.4490 0.066 -0.009 -1.056 0.03
H 0.0654 -0.8394 -2.2409 0.633 0.135 2.764 0.02
H -0.4404 -3.4476 -0.8350 -1.800 1.356 1.664 0.01
H -1.6921 -2.7020 0.6454 1.414 -0.508 -2.288 0.00
H -1.8811 -2.3366 -1.2156 1.214 -0.250 1.340 0.00
H -1.2384 2.7836 1.8689 0.806 0.062 -0.248 0.01
H 0.4090 2.7379 2.4282 -0.113 -0.990 -0.448 0.03
```
Positions in Å, forces in eV/Å.

The charge is +1. Its frontier orbital gap (alpha / beta) is 0.3492 / 0.1918 Ha. As for the LUMO energy (alpha / beta): -3.65 / -8.15 eV. As for the spin multiplicity: 3.

Look up the charge of the second one. +1

Which value of charge does entry 3 give? +1